A molecular structure, C24H30AlB3BeClF7KLiMgN3O21P. Source: the Open Molecules 2025 dataset; level of theory: ωB97M-V with the def2-TZVPD basis set.

```
95
Properties=species:S:1:pos:R:3:mulliken_charge:R:1
C -0.96212 2.77442 -0.19354 -0.9287
B 0.03185 1.58433 0.04391 0.4810
O 1.27220 1.86158 0.53239 -0.4112
C -0.21495 0.03193 -0.27391 1.2644
C 0.86252 -0.30909 -1.37661 -1.2391
N 1.66292 -0.49432 -2.16479 -0.2831
P 0.20769 -1.20616 1.19778 0.7411
O 1.58429 -1.87765 0.73936 -0.3079
Cl 0.61754 -0.07526 2.87421 -0.2950
C -1.67001 -0.31448 -0.85106 0.1284
F -1.65850 -1.72703 -1.11541 -0.5371
C -1.75069 0.42784 -2.29983 0.4400
N -1.85630 1.07598 -3.22649 -0.9664
N -2.76044 0.05399 -0.10255 0.7186
C -3.93077 0.39065 -0.94372 -1.2916
C -3.17778 -0.98650 0.90464 0.4429
C -2.91648 -0.61758 2.33731 -1.1455
O -3.71417 -1.98564 0.61252 -0.3412
H -0.68242 3.28890 -1.10886 0.2747
H -0.85167 3.46750 0.63430 0.3893
H -2.01080 2.51150 -0.22728 0.3303
H 1.14026 2.46508 1.27259 0.2780
H 2.33856 -1.27564 0.82707 0.2964
H -3.86632 1.40264 -1.32199 0.3518
H -4.80574 0.37118 -0.31876 0.6061
H -4.12431 -0.33987 -1.72296 0.2472
H -3.83229 -0.23809 2.76958 0.3687
H -2.22847 0.21936 2.36206 0.1864
H -2.51505 -1.45697 2.87922 0.3436
Mg -3.72098 0.92670 -4.86323 0.9433
B 2.58893 -6.48054 2.05175 0.4229
O 2.33746 -5.24594 2.89464 -0.2834
C 1.17555 -4.75649 2.58507 0.7357
O 0.67351 -3.76745 3.06557 -0.6310
C 0.53778 -5.63362 1.49164 0.4696
O -0.53395 -5.40419 1.01633 -0.5574
O 1.35369 -6.60420 1.19967 -0.4015
F 2.73342 -7.57332 2.86050 -0.3050
F 3.69700 -6.28663 1.27048 -0.3099
C 2.41490 5.02776 -1.22903 -0.8660
O 1.20455 5.77571 -1.22083 -0.1916
C 1.29008 6.96374 -0.41072 -0.5184
C 1.48836 8.18506 -1.27085 -0.5600
O 2.75951 8.12412 -1.92339 -0.3426
C 2.63744 7.68730 -3.22768 -0.6882
H 2.34476 4.27972 -2.02932 0.2319
H 3.28699 5.66320 -1.40966 0.4955
H 2.54709 4.49671 -0.28506 0.2554
H 2.08933 6.86969 0.32683 0.3842
H 0.34516 7.05988 0.12723 0.3654
H 1.48002 9.08093 -0.64912 0.3988
H 0.67940 8.27742 -2.00101 0.3194
H 2.21713 8.46177 -3.87716 0.4622
H 1.98560 6.79670 -3.25184 -0.2346
H 3.63400 7.42124 -3.59907 0.5174
F -6.55000 -3.14481 -0.82225 -0.3696
Al -7.43881 -1.73089 -0.62252 0.4948
F -6.49267 -0.41332 -1.15436 -0.3801
F -7.84761 -1.52680 1.03877 -0.3847
F -8.83682 -1.79971 -1.54407 -0.3490
K -0.42556 -1.80269 -2.88790 1.1417
B 3.70189 -1.50524 -7.44661 1.0312
O 2.33501 -1.46571 -6.84496 -0.5696
C 2.44581 -1.67433 -5.56537 0.4206
O 1.52139 -1.68821 -4.78578 -0.5536
C 3.92044 -1.87332 -5.20971 0.6249
O 4.34595 -2.07480 -4.11264 -0.5787
O 4.62519 -1.76819 -6.32292 -0.5372
O 3.79536 -2.54441 -8.47917 -0.4393
C 4.12934 -1.97412 -9.63499 0.5884
O 4.28546 -2.53219 -10.67055 -0.4977
C 4.27095 -0.45635 -9.39137 0.6015
O 4.55447 0.36555 -10.20144 -0.5285
O 4.01262 -0.22401 -8.10645 -0.4560
C -8.61253 -3.04236 4.51276 -0.4529
C -8.27830 -1.53674 5.05960 0.7066
O -9.06906 -1.25382 5.92742 -0.2474
O -7.33742 -1.03629 4.49378 -0.2227
H -9.45862 -3.46551 5.04079 0.3048
H -8.82607 -2.98946 3.44244 0.2605
H -7.74265 -3.67644 4.67223 0.2885
Li 2.10556 5.53717 -4.19365 0.9923
O 1.71740 -0.02662 6.73185 -0.4836
C 2.45815 -0.92256 6.52804 0.1738
O 3.74453 -0.96550 7.07975 -0.3996
C 4.42950 -2.11133 6.55883 -0.1768
C 3.36441 -3.09026 6.11273 -0.5863
C 2.25036 -2.14372 5.64928 0.0385
H 5.08456 -1.79471 5.74680 0.3671
H 5.05556 -2.50023 7.38666 0.3438
H 3.71076 -3.78306 5.35332 0.3374
H 3.00991 -3.67744 6.96242 0.2914
H 2.37037 -1.85398 4.60837 0.0184
H 1.26766 -2.56879 5.81116 0.3734
Be 4.96821 -1.63259 8.89876 0.5595
```

Values from the calculation:
* relative energy (zero: lowest compared OMol25 entry of this formula, charge and spin): 0.0000 eV
* orbital gap: 0.95 eV
* HOMO level: -11.72 eV
* net charge: +2
* LUMO energy: -0.396 hartree
* 2S+1: 1